Entry from OMol25: a cluster of 3 separate species, C15H26Br2FN2O8S in total at a distorted geometry (ωB97M-V with the def2-TZVPD basis set).

Bonds (Å) are listed after each position.
Element x y z (Å)
1 Br -0.627 -4.444 0.284  C16 1.951
2 Br -0.977 -2.024 -2.978  C24 1.956
3 S 0.238 2.338 -1.387  F4 1.586, O5 1.426, O10 1.431, C15 1.827
4 F 1.395 1.602 -2.186  S3 1.586
5 O 0.869 3.287 -0.529  S3 1.426
6 O -1.295 3.193 2.996  C17 1.362, C20 1.438
7 O 3.385 -1.993 -2.376  C23 1.333, C25 1.451
8 O 2.332 -1.699 -0.428  C23 1.204
9 O -2.805 4.658 3.705  C17 1.340, C22 1.445
10 O -0.789 2.677 -2.325  S3 1.431
11 O 2.545 -3.757 -1.330  C23 1.342, C28 1.445
12 O -3.442 2.560 3.171  C17 1.187
13 N 0.075 -0.159 1.801  C18 1.459, C21 1.450, H37 1.012
14 N 0.378 -0.346 -0.797  C15 1.492, C19 1.515, H54 1.025, H55 1.028
15 C -0.331 0.906 -0.406  S3 1.827, N14 1.492, C18 1.547, H52 1.091
16 C -1.996 -3.443 -0.681  Br1 1.951, C24 1.555, C26 1.533, H48 1.089
17 C -2.610 3.398 3.290  O6 1.362, O9 1.340, O12 1.187
18 C -0.065 1.114 1.103  N13 1.459, C15 1.547, H34 1.094, H41 1.089
19 C -0.281 -1.588 -0.231  N14 1.515, C21 1.553, C24 1.526, H38 1.088
20 C -0.641 4.473 2.989  O6 1.438, C22 1.518, H33 1.087, H51 1.093
21 C -0.703 -1.236 1.220  N13 1.450, C19 1.553, H36 1.098, H43 1.092
22 C -1.521 5.285 3.922  O9 1.445, C20 1.518, C27 1.506, H53 1.093
23 C 2.738 -2.429 -1.295  O7 1.333, O8 1.204, O11 1.342
24 C -1.464 -2.038 -1.084  Br2 1.956, C16 1.555, C19 1.526, H45 1.094
25 C 3.876 -3.141 -3.114  O7 1.451, C28 1.515, C29 1.505, H40 1.092
26 C -3.323 -3.420 0.083  C16 1.533, H31 1.091, H47 1.093, H50 1.093
27 C -1.585 6.761 3.629  C22 1.506, H32 1.090, H42 1.090, H46 1.089
28 C 2.890 -4.199 -2.661  O11 1.445, C25 1.515, H30 1.086, H35 1.092
29 C 3.903 -2.867 -4.594  C25 1.505, H39 1.091, H44 1.088, H49 1.090
30 H 3.310 -5.199 -2.615  C28 1.086
31 H -3.178 -3.399 1.165  C26 1.091
32 H -2.052 6.934 2.659  C27 1.090
33 H 0.384 4.367 3.334  C20 1.087
34 H 0.877 1.660 1.212  C18 1.094
35 H 1.981 -4.207 -3.266  C28 1.092
36 H -1.764 -0.953 1.253  C21 1.098
37 H 1.048 -0.423 1.888  N13 1.012
38 H 0.513 -2.331 -0.246  C19 1.088
39 H 2.947 -2.457 -4.923  C29 1.091
40 H 4.878 -3.360 -2.739  C25 1.092
41 H -0.853 1.733 1.530  C18 1.089
42 H -0.581 7.186 3.625  C27 1.090
43 H -0.605 -2.124 1.848  C21 1.092
44 H 4.681 -2.148 -4.842  C29 1.088
45 H -2.276 -1.310 -0.989  C24 1.094
46 H -2.176 7.279 4.383  C27 1.089
47 H -3.870 -4.340 -0.139  C26 1.093
48 H -2.134 -4.012 -1.600  C16 1.089
49 H 4.100 -3.790 -5.139  C29 1.090
50 H -3.948 -2.586 -0.245  C26 1.093
51 H -0.648 4.867 1.970  C20 1.093
52 H -1.384 0.814 -0.678  C15 1.091
53 H -1.243 5.105 4.964  C22 1.093
54 H 0.502 -0.446 -1.810  N14 1.025
55 H 1.323 -0.326 -0.392  N14 1.028

Values from the calculation:
net charge = +1
molecular weight = 573.25 g mol⁻¹
strongest force on any atom = 1.502 eV Å⁻¹
gap between HOMO and LUMO = 10.426 eV
HOMO energy = -12.71 eV